Density functional theory data (ωB97M-V/def2-TZVPD) for a cluster of 3 separate species, C9H18O9 in total.

Cartesian coordinates (Å):
C  1.8124  -2.8677  0.1909
O  1.1132  -1.6535  0.4181
C  1.7728  -0.5028  0.1485
O  2.9818  -0.3202  -0.0898
O  0.8738  0.4712  0.2218
C  1.1940  1.7688  -0.0613
H  1.8010  -3.1842  -0.8521
H  1.3140  -3.6619  0.7468
H  2.8854  -2.7620  0.3507
H  2.2492  1.9937  -0.2168
H  0.9958  2.3640  0.8302
H  0.5852  2.1595  -0.8766
C  -0.7793  -3.6854  -3.9711
O  -1.5525  -3.2141  -2.9371
C  -0.8634  -2.6708  -1.8743
O  0.2890  -2.3758  -1.6391
O  -1.7332  -2.6236  -0.8429
C  -1.4202  -1.9286  0.3287
H  -0.4967  -2.8877  -4.6582
H  -1.2675  -4.5225  -4.4701
H  0.1756  -4.1096  -3.6607
H  -0.6650  -2.6282  0.6869
H  -2.2292  -1.7665  1.0409
H  -0.9508  -1.0051  -0.0102
C  -0.5882  3.0378  4.1150
O  -0.0157  3.2063  2.8401
C  -0.7202  3.5258  1.8452
O  -1.8995  3.7640  1.8298
O  0.0069  3.4306  0.7226
C  -0.5440  3.3821  -0.6712
H  -1.1342  2.1072  4.2694
H  -1.2971  3.8480  4.2859
H  0.1218  3.1613  4.9327
H  0.2747  2.9545  -1.2500
H  -0.8104  4.3724  -1.0407
H  -1.4798  2.8232  -0.6818

## Properties
Orbital gap ... 9.838 eV
SMILES ... COC(=O)OC.COC(=O)OC.COC(=O)OC
ΔE to the lowest compared entry with this formula, charge and spin ... 6.782 eV
HOMO energy ... -9.23 eV

Density functional theory data (ωB97M-V/def2-TZVPD) for a cluster of 7 separate species, C47H47Br2FN2O15 in total.

Cartesian coordinates (Å):
C  0.3318  -0.3225  4.3637
C  0.1826  -0.2143  2.7132
O  0.6497  1.0953  2.2059
N  1.9744  1.1395  2.0559
C  2.4292  2.3770  1.2517
C  2.8402  3.6152  2.2242
O  4.2828  3.8282  2.0907
C  4.7093  4.5726  0.9287
O  4.9752  3.7812  -0.2995
C  6.2032  5.2286  1.3079
N  6.8136  4.6453  2.5606
C  1.8857  4.9292  2.2391
Br  -0.0111  4.3393  2.7509
C  2.1775  6.0498  3.3914
C  1.1659  7.3494  3.0926
Br  3.9876  6.7784  3.5921
C  1.4201  2.6419  0.0174
C  1.8245  3.7887  -1.0681
F  1.4043  1.3506  -0.7753
H  0.7637  0.6535  4.8524
H  -0.7190  -0.5382  4.8382
H  1.0874  -1.2101  4.5578
H  0.6768  -1.1398  2.1480
H  -0.9873  -0.2860  2.4976
H  2.5083  1.0512  2.9442
H  3.4444  1.9825  0.7562
H  2.7255  3.1773  3.3355
H  4.0559  5.4828  0.5985
H  4.7091  4.2918  -1.1193
H  6.0136  6.3860  1.5072
H  6.9219  5.1438  0.3651
H  6.2944  4.9368  3.4184
H  6.8836  3.6077  2.4637
H  1.7556  5.4959  1.2260
H  1.7971  5.5990  4.4234
H  0.6191  7.7146  4.0732
H  0.4566  7.1775  2.1789
H  1.8787  8.2543  2.7804
H  0.2829  2.8119  0.2914
H  2.3292  3.3256  -2.0427
H  0.7979  4.2541  -1.4661
H  2.4461  4.6904  -0.6705
O  4.3905  -2.4766  0.7454
C  4.0260  -2.2776  -0.4053
C  4.0679  -3.3496  -1.4193
C  3.6715  -3.1306  -2.6768
C  3.1735  -1.8085  -3.1056
O  2.8091  -1.6094  -4.2562
C  3.1317  -0.7365  -2.0915
C  3.5280  -0.9555  -0.8340
H  4.4350  -4.3140  -1.0891
H  3.6965  -3.9056  -3.4331
H  2.7646  0.2279  -2.4217
H  3.5031  -0.1805  -0.0777
O  -0.6166  -3.3200  -3.2352
C  -1.0466  -2.1851  -3.0821
C  -2.2292  -1.7063  -3.8248
C  -2.6970  -0.4654  -3.6585
C  -2.0527  0.4792  -2.7244
O  -2.4828  1.6142  -2.5714
C  -0.8702  0.0004  -1.9818
C  -0.4024  -1.2405  -2.1480
H  -2.6911  -2.4112  -4.5056
H  -3.5628  -0.0981  -4.1959
H  -0.4083  0.7054  -1.3010
H  0.4634  -1.6078  -1.6107
O  -3.8631  -0.7031  -6.7603
C  -3.5870  0.2918  -7.4163
C  -2.7770  1.3862  -6.8458
C  -2.4777  2.4738  -7.5626
C  -2.9424  2.6271  -8.9556
O  -2.6663  3.6220  -9.6116
C  -3.7524  1.5327  -9.5261
C  -4.0517  0.4450  -8.8093
H  -2.4430  1.2586  -5.8231
H  -1.8853  3.2860  -7.1592
H  -4.0864  1.6603  -10.5488
H  -4.6441  -0.3671  -9.2127
O  -0.1464  -3.0740  4.5222
C  -1.1824  -3.5941  4.9130
C  -1.2372  -4.3272  6.1931
C  -2.3690  -4.8970  6.6182
C  -3.6131  -4.8165  5.8272
O  -4.6491  -5.3367  6.2180
C  -3.5583  -4.0834  4.5471
C  -2.4264  -3.5137  4.1220
H  -0.3165  -4.3767  6.7621
H  -2.4262  -5.4390  7.5543
H  -4.4789  -4.0339  3.9780
H  -2.3692  -2.9717  3.1859
O  -2.3420  -0.4365  -10.8377
C  -1.2403  -0.7685  -10.4221
C  -0.0012  -0.2723  -11.0525
C  1.2019  -0.6373  -10.5991
C  1.3437  -1.5507  -9.4478
O  2.4453  -1.8827  -9.0321
C  0.1045  -2.0469  -8.8173
C  -1.0986  -1.6818  -9.2708
H  -0.1218  0.3975  -11.8955
H  2.1207  -0.2831  -11.0504
H  0.2252  -2.7166  -7.9743
H  -2.0173  -2.0360  -8.8194
O  -3.0204  -4.5536  10.0116
C  -4.0564  -5.0737  10.4023
C  -4.1112  -5.8068  11.6825
C  -5.2430  -6.3766  12.1075
C  -6.4871  -6.2961  11.3165
O  -7.5231  -6.8162  11.7073
C  -6.4323  -5.5630  10.0364
C  -5.3004  -4.9932  9.6114
H  -3.1905  -5.8563  12.2515
H  -5.3002  -6.9185  13.0436
H  -7.3529  -5.5135  9.4674
H  -5.2433  -4.4513  8.6753

## Properties
Orbital gap ... 6.551 eV
SMILES ... CCON[C@H]([C@@H](O[C@H](O)CN)[C@@H](Br)[C@H](C)Br)[C@@H](C)F.O=C1C=CC(=O)C=C1.O=C1C=CC(=O)C=C1.O=C1C=CC(=O)C=C1.O=C1C=CC(=O)C=C1.O=C1C=CC(=O)C=C1.O=C1C=CC(=O)C=C1
ΔE to the lowest compared entry with this formula, charge and spin ... 4.523 eV
HOMO energy ... -8.33 eV

Density functional theory data (ωB97M-V/def2-TZVPD) for a cluster of 2 separate species, C4H5P in total.

Cartesian coordinates (Å):
C  -0.1397  0.0352  -1.2050
C  0.6669  -0.8021  -0.4869
C  -0.7274  0.9654  -0.3589
C  0.4961  -0.6184  1.0531
P  -0.6834  0.8322  1.3100
H  -0.3249  -0.0993  -2.2488
H  1.0409  -1.7153  -0.9142
H  -1.5883  3.5324  -0.1067
H  -0.0849  -1.5374  1.2473
H  1.3447  -0.5929  1.7101

## Properties
Orbital gap (spin up / spin down) ... 8.004 / 8.596 eV
ΔE to the lowest compared entry with this formula, charge and spin ... 4.753 eV
HOMO energy (spin up / spin down) ... -8.44 / -8.61 eV

Density functional theory data (ωB97M-V/def2-TZVPD) for the molecule C8H9FIN.

Cartesian coordinates (Å):
C  0.9913  -0.9169  -1.8657
C  0.6252  0.3196  -1.0776
C  1.3192  1.4637  -1.3099
N  1.0812  2.5379  -0.5137
C  0.3680  2.3989  0.5787
C  -0.2942  1.2345  0.9454
C  -0.2470  0.2401  0.0129
C  -1.2382  -0.8065  0.3045
C  -1.2794  -1.4305  1.6539
F  -1.3711  -1.7995  -0.5669
I  -3.3577  0.5587  -0.2503
H  1.8908  -0.7956  -2.4678
H  1.1789  -1.7025  -1.1457
H  0.2405  -1.2885  -2.5873
H  1.9032  1.7357  -2.1588
H  0.3954  3.3198  1.1320
H  -1.0158  1.2743  1.6967
H  -0.4094  -2.0343  1.6484
H  -2.1551  -2.1524  1.6364
H  -1.4647  -0.6471  2.3818

## Properties
Orbital gap ... 7.835 eV
SMILES ... Cc1cnccc1[C@](C)(F)I
ΔE to the lowest compared entry with this formula, charge and spin ... 1.259 eV
HOMO energy ... -9.01 eV